No. 1
Below is C40H51ClFNO8PSiV as an isolated structure in a non-equilibrium geometry, with properties calculated with the ωB97M-V functional and the def2-TZVPD basis.

Cartesian coordinates (Å):
V -0.4888 1.6178 0.3023
O 1.0693 3.7761 0.9896
N 0.2916 3.4188 -0.1201
C 0.1882 4.3431 -1.0025
C -0.3365 4.1532 -2.3401
C -0.5941 5.3105 -3.0619
C -0.9876 5.2278 -4.3891
C -1.0602 3.9892 -4.9971
C -0.7798 2.8217 -4.2809
C -0.4530 2.8914 -2.9407
P 0.0125 1.3784 -2.0459
C 1.7525 1.1782 -2.4792
C 2.0717 0.4115 -3.6039
C 3.3464 0.4861 -4.1507
C 4.2893 1.3421 -3.6023
C 3.9791 2.0992 -2.4788
C 2.7221 2.0068 -1.9038
C -0.9343 -0.0148 -2.6422
C -0.4500 -1.2970 -2.3529
C -1.2174 -2.4039 -2.6742
C -2.4710 -2.2393 -3.2533
C -2.9690 -0.9673 -3.5030
C -2.2092 0.1484 -3.1925
H 0.4797 3.6978 1.7637
H 0.5811 5.3105 -0.7094
H -0.4798 6.2785 -2.5856
H -1.2033 6.1293 -4.9476
H -1.3249 3.9186 -6.0452
H -0.8144 1.8687 -4.7915
H 1.3316 -0.2203 -4.0747
H 3.5912 -0.1107 -5.0207
H 5.2731 1.4181 -4.0485
H 4.7221 2.7579 -2.0458
H 2.5141 2.5913 -1.0150
H 0.5105 -1.4373 -1.8697
H -0.8398 -3.3988 -2.4716
H -3.0675 -3.1098 -3.4988
H -3.9555 -0.8422 -3.9305
H -2.6177 1.1335 -3.3716
C -0.8083 -2.6947 1.0422
C 0.6542 -3.0801 1.0832
C 0.9969 -4.0713 -0.0026
C 1.0713 -3.5988 2.4453
O 1.4291 -1.8667 0.7478
Si 1.8185 -0.5445 1.5388
O 0.7890 0.7203 0.6813
O 1.1803 -0.4588 2.9909
C 1.4083 0.3141 4.2245
C 1.3003 1.7894 3.8827
C 0.3090 -0.1217 5.1647
C 2.7778 -0.0238 4.7713
O 3.2804 0.0153 1.2838
C 4.5676 -0.6476 0.9352
C 4.9244 -1.6301 2.0354
C 4.4031 -1.3551 -0.3967
C 5.5739 0.4740 0.8654
H -1.4324 -3.5646 1.2590
H -1.0779 -2.3152 0.0509
H -1.0366 -1.9284 1.7883
H 0.4168 -4.9871 0.1257
H 2.0569 -4.3326 0.0287
H 0.7701 -3.6544 -0.9874
H 0.5779 -4.5560 2.6241
H 0.7870 -2.9134 3.2476
H 2.1496 -3.7716 2.4848
H 0.2958 2.0081 3.5075
H 2.0547 2.0804 3.1432
H 1.4603 2.3992 4.7741
H -0.6732 0.0947 4.7398
H 0.3983 0.4065 6.1169
H 0.3740 -1.1939 5.3600
H 3.5647 0.2998 4.0885
H 2.8691 -1.1010 4.9377
H 2.9317 0.4863 5.7245
H 4.1570 -2.4031 2.1429
H 5.0566 -1.1261 2.9917
H 5.8627 -2.1336 1.7900
H 3.6789 -2.1686 -0.3303
H 5.3610 -1.7802 -0.7051
H 4.0749 -0.6548 -1.1690
H 5.6791 0.9644 1.8366
H 5.2648 1.2191 0.1306
H 6.5482 0.0780 0.5710
F -1.2246 2.5417 1.6478
C -7.0325 0.1435 0.8097
C -6.1230 -1.0620 0.8864
C -6.4448 -2.1630 1.6823
C -5.6337 -3.2798 1.7072
Cl -6.0736 -4.6352 2.7045
C -4.4872 -3.3475 0.9409
C -4.1484 -2.2546 0.1559
C -4.9582 -1.1422 0.1544
O -4.5732 -0.0765 -0.6842
C -4.2329 1.1219 -0.0291
C -2.7791 1.3266 -0.2705
O -2.2701 2.3419 -0.7774
O -1.8625 0.3973 0.1175
H -8.0663 -0.1468 0.9870
H -6.9873 0.6157 -0.1726
H -6.7789 0.8968 1.5613
H -7.3530 -2.1528 2.2744
H -3.8729 -4.2395 0.9594
H -3.2568 -2.2614 -0.4628
H -4.3766 1.0702 1.0547
H -4.7829 1.9709 -0.4263

Total charge   +2
Max |F|   1.47 eV Å⁻¹
E_HOMO   -12.896 eV
Energy relative to the best compared isomer or geometry (same formula, charge and spin)   0.000 eV
Gap between HOMO and LUMO   5.10 eV
DFT total energy   -4346.13666 a.u.

These are the Mulliken partial charges, in e, on atoms 1 to 2: number 1, V, carries -0.630; number 2, O, carries -0.497



No. 2
Below is C40H52As3Cl2N8OSTl as an isolated structure in a non-equilibrium geometry, with properties calculated with the ωB97M-V functional and the def2-TZVPD basis.

Cartesian coordinates (Å):
Tl 0.1972 -0.3980 -1.5617
C -0.6307 0.1614 -7.0580
C -0.7717 0.5924 -5.6269
N -0.9998 -0.2284 -4.6507
N -1.1190 -1.5135 -5.0401
C -1.3604 -2.4590 -4.1310
N -1.4454 -3.6948 -4.7033
S -1.5828 -2.4643 -2.4021
C -0.6318 2.0259 -5.3149
C -0.3118 2.9484 -6.3174
C -0.1968 4.2868 -5.9974
C -0.3981 4.6851 -4.6898
C -0.6956 3.7036 -3.7597
N -0.8103 2.4189 -4.0558
H -0.7336 -0.9165 -7.1230
H 0.3425 0.4505 -7.4623
H -1.3965 0.6286 -7.6825
H -1.5420 -3.7274 -5.7049
H -1.8329 -4.4358 -4.1490
H -0.1578 2.6194 -7.3347
H 0.0491 5.0102 -6.7647
H -0.3255 5.7219 -4.3909
H -0.8428 3.9547 -2.7245
C -10.0878 1.1698 8.5912
O -8.7694 0.6888 8.7763
C -7.9637 0.6269 7.6871
C -8.3442 1.0068 6.4063
C -7.4319 0.8983 5.3634
C -6.1478 0.4175 5.5721
C -5.7810 0.0405 6.8680
C -6.6731 0.1434 7.9102
C -5.1663 0.2880 4.4918
N -3.9267 -0.1125 4.6471
C -3.3772 -0.0867 3.3892
C -4.2968 0.3348 2.4619
N -5.4442 0.5716 3.1803
C -4.0041 0.4839 1.0702
C -4.8969 0.9507 0.0980
C -4.4626 1.0972 -1.1954
C -3.1264 0.8087 -1.4936
N -2.2718 0.3746 -0.5899
C -2.6903 0.1673 0.6660
C -1.7270 -0.3748 1.6254
N -0.5391 -0.7763 1.1503
C 0.3674 -1.2204 1.9963
C 0.1490 -1.3039 3.3770
C -1.0747 -0.9333 3.8765
C -2.0513 -0.4641 2.9897
H -10.5603 1.1378 9.5684
H -10.6472 0.5363 7.8981
H -10.0869 2.1989 8.2233
H -9.3347 1.3866 6.2049
H -7.7572 1.2075 4.3770
H -4.7813 -0.3357 7.0353
H -6.3971 -0.1470 8.9150
H -6.3274 0.8812 2.8184
H -5.9190 1.1946 0.3640
H -5.1261 1.4432 -1.9756
H -2.7308 0.9390 -2.4938
H 1.3123 -1.5260 1.5599
H 0.9360 -1.6645 4.0254
H -1.3097 -1.0006 4.9310
C 5.0080 1.4236 1.0083
As 3.5170 0.7214 -0.0693
C 2.9949 2.4481 -0.8351
C 4.5155 0.1639 -1.6981
C 5.0369 -1.2719 -1.8531
C 5.8448 -1.3414 -3.1576
C 3.9085 -2.3371 -2.0623
As 2.6197 -3.0102 -0.7155
C 3.7464 -4.3718 0.1567
C 1.7559 -4.2355 -1.9767
C 5.8642 -1.6573 -0.6201
As 7.6326 -0.9115 -0.0963
C 7.8357 0.8406 -0.9669
C 8.7721 -1.9180 -1.3414
H 5.6005 2.1599 0.4649
H 5.6543 0.6147 1.3502
H 4.5790 1.9052 1.8882
H 3.8596 2.9534 -1.2688
H 2.5558 3.0744 -0.0614
H 2.2454 2.2794 -1.6073
H 5.3392 0.8759 -1.7973
H 3.8257 0.3680 -2.5248
H 5.1906 -1.1516 -4.0113
H 6.2861 -2.3321 -3.2880
H 6.6468 -0.6051 -3.1828
H 4.4074 -3.2362 -2.4398
H 3.2405 -1.9811 -2.8546
H 4.4080 -4.8576 -0.5630
H 3.0859 -5.1260 0.5865
H 4.3392 -3.9365 0.9590
H 2.4919 -4.9031 -2.4275
H 1.2472 -3.6621 -2.7512
H 0.9992 -4.8140 -1.4486
H 6.0910 -2.7282 -0.6684
H 5.2412 -1.5341 0.2713
H 7.1733 1.5705 -0.5097
H 7.6757 0.8252 -2.0425
H 8.8631 1.1510 -0.7717
H 8.6499 -2.9835 -1.1474
H 9.8116 -1.6543 -1.1482
H 8.5374 -1.7123 -2.3841
Cl -1.8074 3.2274 2.5290
C -0.2560 2.9323 3.3189
Cl 0.9055 2.1410 2.2458
H -0.4260 2.2873 4.1728
H 0.1500 3.8912 3.6176

Max |F|   1.41 eV Å⁻¹
E_HOMO   -6.788 eV
Energy relative to the best compared isomer or geometry (same formula, charge and spin)   0.661 eV
Gap between HOMO and LUMO   6.94 eV
DFT total energy   -10267.11316 a.u.

These are the Mulliken partial charges, in e, on atoms 1 to 2: number 1, Tl, carries 0.548; number 2, C, carries -1.601



Q: Which of these has the highest energy relative to the best compared isomer or geometry (same formula, charge and spin)?
A: C40H52As3Cl2N8OSTl



Q: Which of these has the lowest gap between HOMO and LUMO?
A: C40H51ClFNO8PSiV